Below is the molecule C18H22N8O3, with properties calculated with ωB97M-V/def2-TZVPD.

XYZ file:
```
51
Properties=species:S:1:pos:R:3:mulliken_charge:R:1
C -1.277 -0.837 -0.674 -1.810
C -0.322 -0.109 0.267 1.975
C 1.009 -0.890 0.318 -1.271
O 0.903 -2.111 1.003 -0.606
C 0.055 1.291 -0.228 -1.595
N -0.996 2.272 -0.510 0.015
C -2.275 2.381 -0.132 -0.402
O -2.959 1.561 0.479 -0.792
C -2.894 3.690 -0.538 1.005
C -4.194 3.895 -0.247 -0.435
N -4.729 5.114 -0.580 0.145
C -5.956 5.690 -0.452 -0.029
N -5.929 6.905 -0.935 -0.487
N -4.680 7.167 -1.397 -0.572
C -3.961 6.089 -1.182 0.288
C -2.600 5.773 -1.463 -0.171
N -2.096 4.624 -1.160 -0.525
N -0.961 -0.013 1.583 0.077
C -0.351 0.144 2.778 0.642
O 0.808 -0.162 3.024 -0.728
C -1.257 0.741 3.852 -0.741
C -1.684 2.125 3.474 0.421
C -0.992 3.160 2.911 -0.683
N -1.817 4.235 2.687 -0.623
C -2.990 3.857 3.121 -0.451
N -2.977 2.586 3.605 0.399
C -4.089 1.862 4.147 -0.170
C -5.435 2.051 3.517 -0.714
C -4.696 0.757 3.330 -0.163
H -0.887 -0.809 -1.693 0.351
H -1.354 -1.878 -0.360 0.493
H -2.268 -0.388 -0.667 0.311
H 1.290 -1.118 -0.713 0.534
H 1.791 -0.266 0.757 0.427
H 0.978 -1.882 1.941 0.368
H 0.727 1.728 0.517 0.333
H 0.626 1.180 -1.153 0.492
H -0.665 3.117 -0.960 0.384
H -4.816 3.157 0.235 0.714
H -6.809 5.198 -0.016 0.435
H -1.978 6.516 -1.948 0.480
H -1.887 0.394 1.505 -0.085
H -2.136 0.103 3.968 0.318
H -0.704 0.725 4.790 0.393
H 0.056 3.186 2.657 0.550
H -3.887 4.456 3.127 0.519
H -4.055 1.737 5.221 0.309
H -6.291 2.074 4.175 0.288
H -5.495 2.713 2.665 0.082
H -4.261 0.586 2.355 -0.002
H -5.048 -0.120 3.855 0.307
```

Relative energy (zero: lowest compared OMol25 entry of this formula, charge and spin) ... 43.43 kJ/mol
Frontier orbital gap ... 8.45 eV
Total energy ... -37086.275 eV



Below is an isolated ion of composition C18H22NO3 and charge +1 in a non-equilibrium geometry, with properties calculated with ωB97M-V/def2-TZVPD.

XYZ file:
```
44
Properties=species:S:1:pos:R:3:mulliken_charge:R:1
C 3.513 4.474 -0.509 -1.128
C 2.653 3.474 -1.266 -0.548
O 1.997 2.548 -0.398 -0.523
C 2.730 1.579 0.253 0.939
C 4.031 1.217 -0.069 -0.439
C 4.658 0.197 0.625 -0.778
C 4.001 -0.476 1.639 -0.769
C 2.703 -0.122 1.962 -0.738
C 2.060 0.903 1.285 0.480
C 0.662 1.320 1.662 -0.797
N -0.209 1.336 0.460 0.112
C -1.585 1.836 0.657 -0.693
C -2.428 1.453 -0.563 -1.091
C -2.420 -0.045 -0.729 0.373
C -1.444 -0.659 -1.507 -0.350
C -1.367 -2.047 -1.636 -1.100
C -2.296 -2.791 -0.951 0.791
C -3.280 -2.180 -0.160 0.756
C -3.355 -0.816 -0.029 -0.979
O -4.062 -3.134 0.402 -0.470
C -3.579 -4.375 -0.080 -0.242
O -2.448 -4.137 -0.896 -0.464
H 4.315 3.975 0.029 0.366
H 3.949 5.177 -1.213 0.399
H 2.909 5.027 0.206 0.319
H 1.830 3.988 -1.769 0.387
H 3.235 2.936 -2.020 0.393
H 4.566 1.721 -0.857 0.389
H 5.670 -0.070 0.365 0.407
H 4.495 -1.269 2.177 0.409
H 2.186 -0.635 2.757 0.394
H 0.674 2.333 2.075 0.344
H 0.245 0.640 2.406 0.518
H 0.312 1.921 -0.225 0.417
H -0.296 0.385 0.055 0.272
H -1.999 1.365 1.551 0.474
H -1.562 2.917 0.805 0.403
H -2.031 1.939 -1.455 0.352
H -3.446 1.809 -0.411 0.451
H -0.761 -0.056 -2.089 0.498
H -0.622 -2.516 -2.254 0.465
H -4.122 -0.360 0.574 0.486
H -3.295 -5.015 0.768 0.253
H -4.363 -4.874 -0.669 0.262
```

Net charge ... +1
Relative energy (zero: lowest compared OMol25 entry of this formula, charge and spin) ... 0.00 kJ/mol
Frontier orbital gap ... 8.76 eV
Total energy ... -26649.290 eV



Below is the molecule C18H22O2 in a non-equilibrium geometry, with properties calculated with ωB97M-V/def2-TZVPD.

XYZ file:
```
42
Properties=species:S:1:pos:R:3:mulliken_charge:R:1
C -0.043 1.501 5.421 -0.846
O -0.083 1.440 3.967 -0.399
C -0.714 0.348 3.427 0.794
C -1.187 -0.757 4.160 -0.751
C -1.790 -1.808 3.455 -0.478
C -1.939 -1.768 2.080 -1.049
C -1.428 -0.655 1.342 0.524
O -1.460 -0.752 0.016 -0.190
C -1.420 0.293 -1.202 0.167
C -2.654 -0.142 -1.982 -1.400
C -0.024 0.234 -1.819 0.346
C 0.811 1.364 -2.021 0.891
C 0.303 2.796 -2.063 -1.461
C 2.186 1.191 -2.257 -0.887
C 2.769 -0.081 -2.316 0.597
C 4.255 -0.287 -2.426 -1.426
C 1.911 -1.185 -2.247 -1.090
C 0.528 -1.026 -2.125 1.247
C -0.345 -2.209 -2.329 -1.527
C -0.837 0.417 2.023 -0.261
H 0.422 2.471 5.646 0.240
H -1.067 1.442 5.849 0.355
H 0.566 0.667 5.831 0.325
H -1.091 -0.802 5.251 0.320
H -2.142 -2.680 4.018 0.333
H -2.420 -2.557 1.509 0.382
H -1.613 1.218 -0.641 0.516
H -3.318 0.704 -2.138 0.356
H -2.429 -0.541 -2.967 0.365
H -3.270 -0.905 -1.444 0.283
H 1.157 3.493 -2.215 0.347
H -0.377 2.954 -2.927 0.301
H -0.216 3.110 -1.136 0.294
H 2.843 2.058 -2.420 0.267
H 4.471 -1.360 -2.460 0.333
H 4.679 0.165 -3.332 0.334
H 4.781 0.139 -1.562 0.309
H 2.346 -2.192 -2.308 0.217
H 0.234 -3.129 -2.313 0.426
H -1.101 -2.278 -1.548 0.240
H -0.859 -2.185 -3.296 0.261
H -0.436 1.295 1.498 0.396
```

Relative energy (zero: lowest compared OMol25 entry of this formula, charge and spin) ... 43.14 kJ/mol
Frontier orbital gap ... 8.64 eV
Total energy ... -23116.596 eV



Below is C18H23Br2NO2ReSSbSe4 as an isolated structure in a non-equilibrium geometry, with properties calculated with ωB97M-V/def2-TZVPD.

XYZ file:
```
53
Properties=species:S:1:pos:R:3:mulliken_charge:R:1
Re 0.070 -0.132 0.243 -0.818
Br 1.180 -0.164 2.475 0.050
C 1.610 1.499 3.382 0.026
Br 3.001 2.502 2.516 -0.119
H 1.947 1.226 4.368 0.470
H 0.727 2.119 3.411 -0.393
Se -2.349 -3.316 -2.720 -0.620
Sb -2.148 -2.825 -0.391 0.692
Se -2.280 -0.287 0.229 -0.337
Se 0.289 -2.457 0.464 -0.219
Se -3.426 -4.022 1.233 -0.648
O 2.214 -0.049 -0.378 -0.479
N 2.510 -0.126 -1.667 0.600
C 3.822 -0.084 -2.008 -0.309
C 4.216 -0.149 -3.312 -0.727
C 3.241 -0.269 -4.310 -0.166
C 1.921 -0.312 -3.950 -0.921
C 1.537 -0.225 -2.598 0.648
S -0.109 -0.187 -2.139 -0.223
H 4.495 0.012 -1.171 0.450
H 5.272 -0.111 -3.545 0.408
H 3.529 -0.322 -5.354 0.378
H 1.129 -0.414 -4.680 0.421
C -3.270 3.056 0.962 -1.270
C -2.181 3.436 1.973 0.707
C -1.881 2.290 2.942 -1.320
C -0.995 4.027 1.235 0.510
C -0.904 5.420 1.210 -0.767
C 0.034 6.093 0.449 -1.540
C 0.888 5.344 -0.343 -0.193
C 0.843 3.953 -0.359 -0.174
C 1.744 3.193 -1.316 2.475
C 1.243 3.356 -2.757 -1.549
C 3.217 3.599 -1.215 -1.479
C -0.084 3.261 0.468 0.853
O -0.082 1.916 0.531 0.752
H -4.150 2.639 1.467 0.363
H -2.901 2.310 0.260 0.121
H -3.577 3.935 0.388 0.344
H -2.585 4.246 2.587 0.395
H -1.473 1.416 2.437 0.012
H -2.803 1.977 3.445 0.438
H -1.181 2.620 3.718 0.233
H -1.609 5.989 1.809 0.342
H 0.084 7.176 0.459 0.350
H 1.610 5.854 -0.975 0.277
H 1.678 2.150 -1.050 -1.005
H 1.349 4.399 -3.081 0.362
H 0.190 3.080 -2.832 0.310
H 1.813 2.722 -3.447 0.385
H 3.358 4.663 -1.441 0.338
H 3.820 3.025 -1.928 0.393
H 3.601 3.414 -0.212 0.173
```

Net charge ... -1
Expectation value of S² ... 0.895
Relative energy (zero: lowest compared OMol25 entry of this formula, charge and spin) ... 195.29 kJ/mol
Frontier orbital gap (spin up / spin down) ... 5.70 / 5.85 eV
Multiplicity ... 2
Total energy ... -445600.418 eV



Below is C18H23Br2NO2ReSSbSe4 as an isolated structure in a non-equilibrium geometry, with properties calculated with ωB97M-V/def2-TZVPD.

XYZ file:
```
53
Properties=species:S:1:pos:R:3:mulliken_charge:R:1
Re 1.072 0.486 -0.099 -0.106
Br -0.924 1.485 2.684 0.005
C -0.061 2.784 3.805 -0.597
Br 0.520 4.344 2.842 -0.104
H 0.809 2.316 4.235 0.316
H -0.768 3.102 4.550 0.392
Se 5.090 -2.356 1.562 -0.657
Sb 4.401 -0.475 0.255 0.656
Se 2.329 -1.129 -1.242 -0.408
Se 2.591 0.866 1.627 -0.467
Se 6.037 0.877 -0.865 -0.641
O 2.652 1.736 -1.035 -0.209
N 2.363 2.684 -1.883 0.229
C 3.357 3.126 -2.686 -0.186
C 3.113 4.125 -3.597 -0.734
C 1.833 4.666 -3.683 -0.128
C 0.843 4.200 -2.841 -0.885
C 1.122 3.197 -1.909 0.552
S -0.005 2.556 -0.775 -0.415
H 4.300 2.623 -2.524 0.279
H 3.922 4.470 -4.231 0.404
H 1.612 5.442 -4.407 0.367
H -0.167 4.586 -2.877 0.412
C -3.258 0.510 -0.969 -1.189
C -2.666 -0.712 -1.677 0.565
C -1.536 -0.384 -2.655 -0.988
C -2.329 -1.803 -0.667 0.654
C -3.191 -2.894 -0.684 -0.834
C -3.065 -3.941 0.212 -1.187
C -2.048 -3.878 1.134 -0.757
C -1.145 -2.812 1.214 0.361
C -0.162 -2.966 2.371 0.569
C 1.226 -2.370 2.228 -1.427
C -0.819 -2.452 3.663 -1.280
C -1.280 -1.738 0.300 0.512
O -0.460 -0.640 0.337 0.891
H -3.561 1.278 -1.685 0.378
H -2.547 0.951 -0.282 0.086
H -4.133 0.211 -0.384 0.344
H -3.465 -1.123 -2.293 0.406
H -0.684 0.079 -2.177 -0.151
H -1.883 0.314 -3.423 0.425
H -1.177 -1.292 -3.142 0.314
H -3.986 -2.909 -1.421 0.307
H -3.750 -4.784 0.193 0.374
H -1.927 -4.692 1.844 0.365
H -0.026 -4.044 2.477 0.521
H 1.201 -1.291 2.281 0.038
H 1.704 -2.663 1.299 0.305
H 1.861 -2.717 3.044 0.408
H -0.966 -1.370 3.600 0.135
H -0.175 -2.658 4.525 0.394
H -1.794 -2.919 3.835 0.393
```

Net charge ... -1
Expectation value of S² ... 0.775
Relative energy (zero: lowest compared OMol25 entry of this formula, charge and spin) ... 192.20 kJ/mol
Frontier orbital gap (spin up / spin down) ... 5.87 / 6.08 eV
Multiplicity ... 2
Total energy ... -445600.450 eV



Below is the molecule C18H23ClN4O2S in a non-equilibrium geometry, with properties calculated with ωB97M-V/def2-TZVPD.

XYZ file:
```
49
Properties=species:S:1:pos:R:3:mulliken_charge:R:1
C -1.176 -0.141 -2.208 -0.966
N -0.836 -0.470 -0.856 0.251
C -1.089 0.225 0.296 0.759
C -1.776 1.547 0.360 -1.230
N -2.925 1.603 -0.516 -0.025
C -4.073 0.869 -0.289 0.729
C -5.219 1.165 -1.034 -0.745
C -6.363 0.409 -0.892 -0.507
C -6.404 -0.658 -0.008 -0.580
C -5.270 -0.942 0.733 0.049
Cl -5.291 -2.262 1.849 -0.225
C -4.110 -0.197 0.609 -0.457
N -0.623 -0.428 1.323 -0.718
N -0.065 -1.567 0.887 -0.366
C -0.194 -1.590 -0.412 0.526
S 0.400 -2.821 -1.483 -0.271
C 1.586 -3.595 -0.356 -0.622
C 2.769 -2.705 -0.016 0.589
O 3.760 -3.128 0.515 -0.581
O 2.556 -1.445 -0.359 -0.146
C 3.502 -0.453 0.070 -0.029
C 3.298 -0.150 1.554 -0.394
C 4.210 0.993 1.989 -0.875
C 3.955 2.236 1.143 -0.509
C 4.171 1.925 -0.335 -0.794
C 3.254 0.789 -0.778 -0.282
H -1.001 0.920 -2.385 0.314
H -0.551 -0.734 -2.876 0.417
H -2.226 -0.366 -2.404 0.292
H -2.031 1.727 1.414 0.262
H -1.076 2.326 0.041 0.396
H -3.089 2.498 -0.950 0.223
H -5.199 1.995 -1.726 0.322
H -7.239 0.651 -1.474 0.375
H -7.294 -1.253 0.106 0.429
H -3.254 -0.449 1.213 0.580
H 1.059 -3.824 0.572 0.269
H 1.929 -4.517 -0.822 0.470
H 4.513 -0.846 -0.096 0.272
H 2.251 0.114 1.717 0.089
H 3.513 -1.048 2.135 0.401
H 4.034 1.214 3.042 0.371
H 5.252 0.686 1.879 0.363
H 4.625 3.041 1.453 0.317
H 2.928 2.575 1.298 0.281
H 3.973 2.812 -0.940 0.362
H 5.211 1.633 -0.497 0.354
H 3.415 0.552 -1.832 0.321
H 2.209 1.084 -0.653 -0.062
```

Relative energy (zero: lowest compared OMol25 entry of this formula, charge and spin) ... 15.01 kJ/mol
Frontier orbital gap ... 8.74 eV
Total energy ... -52453.173 eV



Below is the molecule C18H23F2N5O3S in a non-equilibrium geometry, with properties calculated with ωB97M-V/def2-TZVPD.

XYZ file:
```
52
Properties=species:S:1:pos:R:3:mulliken_charge:R:1
H 1.906 -5.078 -7.242 0.210
N 2.218 -4.118 -7.355 -0.776
C 1.831 -3.353 -6.425 0.619
N 1.067 -3.649 -5.314 -0.175
C 0.791 -2.608 -4.441 -0.571
C 0.003 -2.866 -3.249 0.501
N -0.438 -4.045 -3.061 -0.501
O -1.169 -4.152 -1.903 -0.215
C -1.726 -5.451 -1.868 -0.566
C -0.226 -1.705 -2.316 0.745
O -0.703 -0.656 -2.707 -0.605
N 0.181 -1.904 -1.044 -0.023
C 0.107 -0.912 -0.026 0.910
C -0.637 -1.205 1.255 -1.134
C -1.183 -0.218 0.269 -0.376
C -0.863 1.239 0.466 -0.735
N 0.586 1.268 0.721 0.482
C 1.224 2.487 0.643 0.056
O 1.861 2.843 -0.330 -0.626
C 0.917 3.496 1.738 -0.654
C 0.672 2.902 3.123 -0.579
C 0.275 3.958 4.149 0.265
C -1.168 4.488 3.964 -1.217
C -1.624 3.568 5.101 1.156
F -2.404 4.159 6.055 -0.362
F -2.271 2.446 4.678 -0.297
C -0.163 3.334 5.498 -1.259
C 1.190 0.143 0.007 -0.999
C 1.327 -1.444 -4.839 -0.262
S 2.210 -1.615 -6.339 -0.199
H 0.714 -4.579 -5.156 0.225
H -2.293 -5.535 -0.944 0.264
H -2.405 -5.613 -2.707 0.255
H -0.951 -6.219 -1.873 0.276
H 0.545 -2.811 -0.799 0.324
H -1.129 -2.164 1.349 0.370
H -0.197 -0.867 2.185 0.182
H -2.036 -0.434 -0.357 0.255
H -1.088 1.778 -0.466 0.419
H -1.445 1.732 1.249 0.326
H 1.753 4.195 1.769 0.389
H 0.049 4.070 1.398 0.278
H -0.105 2.134 3.079 0.206
H 1.576 2.391 3.466 0.255
H 1.058 4.709 4.242 0.664
H -1.280 5.541 4.218 0.298
H -1.630 4.324 2.988 0.317
H 0.140 2.301 5.682 0.322
H 0.122 3.930 6.363 0.325
H 2.121 -0.173 0.482 0.391
H 1.443 0.424 -1.023 0.424
H 1.249 -0.486 -4.354 0.420
```

Relative energy (zero: lowest compared OMol25 entry of this formula, charge and spin) ... 66.15 kJ/mol
Frontier orbital gap ... 8.06 eV
Total energy ... -48900.083 eV



Below is C18H23F3N2NiO8S2Se2 as an isolated structure in a non-equilibrium geometry, with properties calculated with ωB97M-V/def2-TZVPD.

XYZ file:
```
59
Properties=species:S:1:pos:R:3:mulliken_charge:R:1
Ni -0.797 0.023 -0.884 1.196
O -2.205 -0.333 3.867 -0.706
C -2.871 -0.795 2.676 -0.675
C -3.551 0.342 1.907 2.156
C -4.759 0.826 2.726 -1.235
O -4.434 1.339 4.014 -0.607
C -4.104 -0.146 0.555 -1.574
Se -2.964 -1.342 -0.499 -0.494
C -2.597 1.527 1.691 -1.481
Se -0.711 1.136 1.304 -0.288
H -1.447 0.174 3.516 0.319
H -3.614 -1.532 2.994 0.532
H -2.157 -1.290 2.020 -0.198
H -5.459 -0.017 2.829 0.419
H -5.280 1.622 2.183 0.394
H -3.657 0.834 4.310 0.468
H -4.292 0.729 -0.068 0.425
H -5.052 -0.670 0.706 0.446
H -2.567 2.146 2.588 0.401
H -2.976 2.138 0.871 0.505
C 0.396 -4.008 2.355 -1.663
C 1.364 -3.015 1.701 2.398
C 2.576 -3.729 1.097 -1.637
C 1.812 -1.947 2.709 -1.339
C 0.641 -2.323 0.627 -0.385
N 0.058 -1.792 -0.201 -0.286
H 0.908 -4.518 3.175 0.435
H 0.055 -4.752 1.634 0.386
H -0.479 -3.491 2.748 0.261
H 3.142 -4.206 1.901 0.426
H 3.213 -3.011 0.580 0.261
H 2.262 -4.494 0.385 0.363
H 2.368 -2.434 3.514 0.466
H 0.950 -1.424 3.124 0.134
H 2.449 -1.209 2.220 0.270
O 1.253 0.048 -3.874 -0.696
C 1.837 0.398 -2.870 -0.063
N 1.476 0.149 -1.570 0.086
S 2.673 0.473 -0.553 1.234
O 2.303 1.327 0.543 -0.683
O 3.391 -0.737 -0.174 -0.702
C 3.708 1.331 -1.707 0.096
C 4.923 1.962 -1.524 -0.544
C 5.556 2.465 -2.655 -0.487
C 4.982 2.320 -3.918 -0.451
C 3.767 1.667 -4.077 -0.581
C 3.138 1.175 -2.947 0.096
H 5.357 2.067 -0.539 0.447
H 6.510 2.970 -2.555 0.368
H 5.496 2.723 -4.783 0.360
H 3.301 1.536 -5.045 0.497
F -3.450 2.060 -4.690 -0.234
C -2.227 2.504 -4.354 0.403
F -2.272 3.850 -4.387 -0.247
F -1.377 2.109 -5.312 -0.217
S -1.713 1.910 -2.686 1.288
O -2.839 2.231 -1.845 -0.628
O -0.494 2.636 -2.433 -0.610
O -1.519 0.470 -2.920 -0.825
```

Net charge ... -2
Expectation value of S² ... 2.008
Relative energy (zero: lowest compared OMol25 entry of this formula, charge and spin) ... 103.17 kJ/mol
Frontier orbital gap (spin up / spin down) ... 5.64 / 5.71 eV
Multiplicity ... 3
Total energy ... -239961.215 eV